Entry 1:
108
Properties=species:S:1:pos:R:3:mulliken_charge:R:1 method="wB97M-V/def2-TZVPD" charge=+2 gap_ev="6.38 / 6.17" spin_multiplicity=4 e_above_lowest_kcal_mol=0.00 s2=3.89 homo_ev="-13.4 / -13.6" lumo_ev="-7.034 / -7.414"
Tc 0.176 0.028 -0.600 0.237
C -4.769 -0.554 -2.309 -1.885
C -3.476 -0.159 -1.595 1.181
C -3.385 -0.881 -0.251 -1.176
C -3.329 1.337 -1.397 0.602
C -4.443 2.113 -1.106 -0.451
C -4.333 3.485 -0.959 -1.607
C -3.105 4.099 -1.117 -0.734
C -1.951 3.372 -1.413 0.387
C -0.680 4.192 -1.649 -0.063
C 0.652 3.601 -1.174 -0.903
C -0.569 4.651 -3.108 -1.611
C -2.086 1.982 -1.525 -0.970
N -0.918 1.200 -1.856 2.306
C -0.497 1.172 -3.119 -0.022
C 0.689 0.532 -3.392 -0.955
C 1.519 0.498 -4.523 -1.753
C 2.705 -0.078 -4.116 -0.698
C 2.586 -0.406 -2.750 -0.922
N 1.356 -0.050 -2.308 1.278
C 3.637 -1.081 -1.905 2.553
C 3.710 -0.429 -0.519 -1.298
C 5.010 -0.942 -2.569 -2.255
C 3.296 -2.577 -1.790 -1.382
H -4.745 -1.618 -2.555 0.459
H -4.904 0.007 -3.235 0.393
H -5.645 -0.391 -1.680 0.398
H -2.651 -0.486 -2.232 -0.226
H -4.204 -0.568 0.402 0.391
H -2.458 -0.649 0.289 -0.089
H -3.442 -1.966 -0.373 0.533
H -5.414 1.644 -1.012 0.362
H -5.211 4.079 -0.738 0.456
H -3.030 5.178 -1.027 0.556
H -0.836 5.096 -1.056 0.801
H 1.078 2.885 -1.879 0.247
H 0.557 3.117 -0.200 -0.581
H 1.385 4.403 -1.063 0.650
H -0.276 3.829 -3.766 0.265
H 0.193 5.426 -3.202 0.437
H -1.513 5.058 -3.471 0.395
H -1.079 1.670 -3.888 0.788
H 1.276 0.885 -5.502 0.586
H 3.580 -0.243 -4.723 0.552
H 4.035 0.612 -0.594 0.517
H 4.428 -0.965 0.105 0.527
H 2.747 -0.449 0.001 -0.137
H 5.267 0.104 -2.749 0.446
H 5.054 -1.481 -3.517 0.465
H 5.773 -1.369 -1.915 0.438
H 2.301 -2.735 -1.375 0.076
H 4.027 -3.074 -1.147 0.468
H 3.327 -3.054 -2.771 0.503
N 0.401 -1.666 -0.043 0.432
C 0.293 -2.947 0.092 -0.569
C -0.071 -3.792 -1.049 0.725
C -0.685 -3.238 -2.179 0.495
C -0.966 -4.024 -3.277 -1.186
C -0.620 -5.373 -3.269 -0.579
C 0.010 -5.929 -2.166 -1.023
C 0.287 -5.147 -1.057 -0.601
C 0.590 -3.478 1.438 0.079
C -0.225 -4.462 2.003 -0.105
C 0.023 -4.898 3.294 -1.001
C 1.089 -4.373 4.014 -0.682
C 1.907 -3.400 3.450 -0.696
C 1.651 -2.941 2.170 -0.200
H -0.957 -2.192 -2.189 0.212
H -1.453 -3.594 -4.143 0.518
H -0.839 -5.989 -4.131 0.442
H 0.295 -6.973 -2.171 0.470
H 0.806 -5.577 -0.213 0.578
H -1.062 -4.862 1.445 0.569
H -0.613 -5.653 3.738 0.457
H 1.288 -4.730 5.017 0.458
H 2.749 -3.010 4.008 0.495
H 2.295 -2.196 1.715 0.441
C -0.605 0.531 4.921 -1.504
C -0.355 -0.233 3.623 0.905
C -1.527 -1.141 3.272 -0.948
Sb 0.158 1.100 2.008 1.248
C -1.082 2.860 2.154 1.653
C -2.532 2.453 2.389 -1.244
C -0.570 3.863 3.181 -1.462
C 2.240 1.530 2.384 0.800
C 2.531 1.889 3.838 -1.475
C 2.792 2.568 1.413 -1.285
H -0.622 -0.180 5.750 0.435
H -1.577 1.029 4.905 0.296
H 0.156 1.277 5.146 0.324
H 0.554 -0.835 3.714 0.070
H -2.450 -0.569 3.152 0.307
H -1.689 -1.858 4.082 0.503
H -1.353 -1.709 2.361 -0.113
H -1.010 3.288 1.156 -0.819
H -2.691 2.072 3.400 0.275
H -2.878 1.702 1.675 0.175
H -3.171 3.330 2.267 0.434
H -0.601 3.457 4.195 0.303
H -1.210 4.750 3.167 0.480
H 0.450 4.192 2.973 0.311
H 2.697 0.559 2.166 0.072
H 2.018 2.800 4.149 0.280
H 3.604 2.066 3.949 0.498
H 2.265 1.087 4.527 0.362
H 2.370 3.558 1.599 0.357
H 2.605 2.312 0.367 -0.027
H 3.874 2.646 1.544 0.525

---

Entry 2:
128
Properties=species:S:1:pos:R:3:mulliken_charge:R:1 method="wB97M-V/def2-TZVPD" smiles="CC(C)=CCC[C@@H](C)CCc1ccc2c(c1P(C)O)C(=O)NC2=O.C[C@@H]1COC(=O)O1.C[C@@H]1COC(=O)O1.C[C@@H]1COC(=O)O1.C[C@@H]1COC(=O)O1.C[C@@H]1COC(=O)O1.C[C@@H]1COC(=O)O1" gap_ev=6.03 homo_ev=-6.7 lumo_ev=-0.649
C 5.428 -2.278 2.717 -0.885
C 4.550 -1.075 3.178 0.262
C 4.077 -1.119 4.687 -0.891
C 4.202 0.027 2.356 -0.796
C 2.972 0.023 1.367 -0.060
C 1.780 0.841 2.002 -0.187
C 1.185 1.975 1.095 0.599
C 2.246 2.783 0.259 -1.263
C 0.032 1.502 0.126 -0.810
C -1.440 1.716 0.745 -1.365
C -1.883 0.314 1.326 0.271
C -2.397 -0.646 0.350 -0.628
C -2.783 -1.971 0.820 -0.579
C -2.642 -2.262 2.227 -0.230
C -2.140 -1.301 3.208 0.570
C -1.746 0.030 2.760 0.495
P -1.062 1.335 3.917 0.485
C 0.275 0.583 5.030 -1.246
O -2.296 1.866 4.977 -0.517
C -2.087 -1.923 4.630 0.129
O -1.896 -1.404 5.683 -0.438
N -2.301 -3.346 4.362 -0.437
C -2.918 -3.552 3.048 0.164
O -3.490 -4.525 2.667 -0.499
H 5.096 -3.213 3.259 0.326
H 6.506 -2.148 3.005 0.288
H 5.296 -2.495 1.627 0.139
H 4.841 -0.695 5.396 0.271
H 3.834 -2.182 4.955 0.329
H 3.149 -0.512 4.776 0.081
H 4.857 0.938 2.432 0.307
H 2.648 -1.057 1.317 0.212
H 3.241 0.310 0.322 0.421
H 2.145 1.318 2.956 0.248
H 1.007 0.092 2.332 -0.152
H 0.707 2.720 1.793 0.260
H 2.648 2.115 -0.549 0.330
H 3.031 3.196 0.934 0.402
H 1.667 3.598 -0.291 -0.033
H 0.098 0.409 -0.119 0.377
H 0.026 2.114 -0.819 0.319
H -1.456 2.514 1.522 0.431
H -2.192 1.949 -0.049 0.493
H -2.490 -0.366 -0.722 0.454
H -3.157 -2.768 0.128 0.471
H 0.846 -0.226 4.520 0.170
H -0.167 0.282 6.010 0.641
H 1.016 1.400 5.250 0.406
H -2.096 1.401 5.813 0.326
H -1.359 -3.720 4.160 0.351
C 4.218 5.343 -4.055 -1.456
C 2.820 5.380 -3.484 0.683
C 2.120 6.695 -3.674 -0.585
O 1.218 6.717 -2.569 -0.330
C 1.783 5.972 -1.581 0.619
O 1.401 5.947 -0.448 -0.561
O 2.847 5.262 -2.056 -0.276
H 4.206 5.456 -5.139 0.376
H 4.836 6.136 -3.625 0.332
H 4.702 4.400 -3.806 0.324
H 2.228 4.549 -3.881 0.231
H 1.578 6.750 -4.617 0.325
H 2.786 7.558 -3.594 0.333
C -7.160 -3.112 -0.943 -1.516
C -6.081 -2.718 -1.923 0.659
C -6.278 -3.285 -3.301 -0.330
O -4.936 -3.360 -3.791 -0.363
C -4.132 -3.513 -2.706 0.597
O -2.980 -3.814 -2.755 -0.558
O -4.816 -3.281 -1.550 -0.309
H -8.127 -2.704 -1.239 0.379
H -7.242 -4.198 -0.869 0.342
H -6.915 -2.748 0.057 0.399
H -5.972 -1.629 -1.948 0.198
H -6.887 -2.644 -3.935 0.343
H -6.702 -4.292 -3.299 0.133
C 7.601 2.969 -1.179 -1.438
C 7.995 2.965 -2.638 0.469
C 9.141 3.885 -2.963 -0.504
O 8.889 4.208 -4.332 -0.330
C 7.545 4.111 -4.517 0.620
O 6.965 4.510 -5.477 -0.519
O 6.949 3.501 -3.455 -0.257
H 8.406 2.584 -0.553 0.386
H 7.347 3.979 -0.846 0.348
H 6.711 2.356 -1.025 0.340
H 8.195 1.943 -2.973 0.249
H 10.111 3.403 -2.850 0.324
H 9.133 4.811 -2.382 0.314
C 3.704 -6.588 -0.778 -1.457
C 4.425 -5.269 -0.927 0.590
C 5.079 -5.078 -2.269 -0.508
O 6.157 -4.196 -1.957 -0.325
C 6.489 -4.429 -0.656 0.669
O 7.474 -4.021 -0.129 -0.531
O 5.546 -5.194 -0.041 -0.363
H 2.863 -6.657 -1.470 0.383
H 4.381 -7.425 -0.962 0.354
H 3.331 -6.704 0.241 0.357
H 3.750 -4.440 -0.689 0.217
H 4.410 -4.629 -3.002 0.319
H 5.495 -6.000 -2.683 0.310
C -10.332 -7.962 -5.010 -1.444
C -10.220 -6.529 -5.476 0.511
C -8.941 -6.224 -6.206 -0.498
O -8.772 -4.829 -5.945 -0.296
C -9.380 -4.578 -4.755 0.659
O -9.255 -3.568 -4.135 -0.525
O -10.144 -5.631 -4.363 -0.337
H -10.365 -8.649 -5.857 0.380
H -9.488 -8.231 -4.370 0.353
H -11.234 -8.097 -4.411 0.353
H -11.097 -6.256 -6.071 0.247
H -9.012 -6.412 -7.276 0.313
H -8.074 -6.758 -5.807 0.298
C -3.358 4.755 5.510 -1.430
C -3.250 6.196 5.070 0.616
C -1.971 6.517 4.346 -0.427
O -1.805 7.907 4.631 -0.323
C -2.415 8.138 5.826 0.589
O -2.293 9.136 6.462 -0.535
O -3.178 7.074 6.198 -0.368
H -3.389 4.083 4.653 0.342
H -2.515 4.475 6.145 0.302
H -4.261 4.607 6.105 0.377
H -4.127 6.477 4.478 0.244
H -2.041 6.347 3.272 0.317
H -1.104 5.978 4.736 0.271

---

Entry 3:
168
Properties=species:S:1:pos:R:3:mulliken_charge:R:1 method="wB97M-V/def2-TZVPD" gap_ev=7.73 homo_ev=-8.4 lumo_ev=-0.641
C 6.491 -0.933 2.312 -1.097
C 5.887 -1.537 0.982 1.577
C 6.614 -0.901 -0.235 0.120
N 5.974 -1.177 -1.528 0.095
C 4.631 -0.673 -1.643 -0.982
C 4.299 0.745 -1.584 -0.078
P 5.545 2.092 -1.340 0.549
O 4.854 3.426 -1.410 -0.772
C 2.958 1.224 -1.755 -0.562
C 1.962 0.249 -2.003 1.879
C 2.169 -1.160 -2.067 -1.444
C 3.544 -1.612 -1.885 -0.001
C 3.886 -3.087 -2.009 -0.857
I 4.427 -3.711 -4.020 0.036
C 3.906 -4.013 -1.026 0.182
C 3.558 -3.630 0.428 -0.918
I 4.432 -6.047 -1.449 0.070
N 1.171 -2.161 -2.340 1.645
N 1.202 -2.474 -3.723 0.313
C 0.395 -3.595 -4.143 0.374
O 0.891 -4.672 -4.210 -0.435
F -0.939 -3.515 -4.426 -0.224
C 0.966 -1.380 -4.645 0.366
O -0.068 -0.904 -4.970 -0.412
F 2.104 -0.809 -5.167 -0.267
C -0.137 -1.920 -1.773 -0.830
C -0.938 -2.977 -1.203 -0.071
C -0.236 -4.363 -1.154 -0.799
C 0.119 -4.588 0.391 0.466
C -2.285 -2.762 -0.683 0.647
S -3.260 -4.126 -0.002 1.615
O -2.582 -5.415 -0.113 -0.759
O -3.527 -4.032 1.422 -0.412
C -4.842 -4.520 -0.961 0.618
F -4.977 -5.864 -1.109 -0.216
F -4.715 -4.047 -2.219 -0.225
F -5.974 -4.145 -0.323 -0.104
C -2.809 -1.418 -0.720 -0.096
P -4.494 -0.753 -0.197 -0.179
C -5.799 -1.293 -1.479 -0.964
C -4.994 -1.437 1.491 -0.082
C -3.875 -1.238 2.574 -0.463
C -1.996 -0.334 -1.225 -0.516
B -2.532 1.193 -1.240 1.400
O -3.665 1.484 -2.030 -0.656
O -1.900 2.222 -0.543 -0.692
C -1.798 3.359 -1.444 -0.517
C -0.681 -0.581 -1.743 0.328
S 0.268 0.850 -2.312 -0.653
H 7.484 -0.475 2.095 0.242
H 6.622 -1.765 3.035 0.355
H 5.755 -0.172 2.654 0.211
H 6.202 -2.612 0.992 0.172
H 4.786 -1.470 0.937 -1.007
H 6.802 0.172 0.006 -0.776
H 7.628 -1.372 -0.274 0.538
H 6.502 -0.814 -2.322 0.455
H 6.126 2.011 -0.045 0.063
H 6.595 2.083 -2.299 0.127
H 2.750 2.311 -1.714 0.686
H 2.975 -4.485 0.849 0.692
H 3.014 -2.672 0.533 -0.419
H 4.515 -3.655 1.000 0.435
H 0.743 -4.368 -1.670 0.034
H -0.859 -5.178 -1.564 0.498
H 1.153 -4.259 0.591 -0.861
H -0.092 -5.645 0.630 0.409
H -0.539 -3.920 1.000 -0.247
H -5.349 -1.721 -2.393 0.332
H -6.244 -0.317 -1.799 0.478
H -6.636 -1.864 -1.034 0.095
H -5.432 -2.453 1.449 -0.068
H -5.835 -0.760 1.794 0.723
H -4.022 -1.984 3.382 0.282
H -2.846 -1.228 2.161 -0.677
H -4.055 -0.240 3.046 0.476
H -4.315 1.879 -1.423 0.306
H -2.732 3.969 -1.443 0.053
H -0.965 4.032 -1.149 0.254
H -1.654 3.049 -2.506 0.261
C -1.325 -7.271 3.696 0.308
C -1.347 -6.913 5.167 -0.340
O 0.028 -6.712 5.516 -0.398
S 0.814 -6.118 4.243 1.113
O 0.897 -4.704 4.387 -0.480
O 1.955 -6.925 4.004 -0.600
O -0.298 -6.443 3.131 -0.182
H -1.042 -8.316 3.547 0.206
H -2.289 -7.082 3.208 -0.204
H -1.788 -7.696 5.780 0.357
H -1.880 -5.973 5.338 0.299
C 0.107 -0.555 4.327 -0.446
C 0.057 -1.409 3.077 0.836
O 0.960 -0.771 2.165 -0.080
S 2.161 -0.092 2.996 1.098
O 3.271 -0.978 2.985 -0.492
O 2.267 1.266 2.600 -0.642
O 1.478 -0.159 4.453 -0.377
H -0.499 0.348 4.216 0.353
H -0.214 -1.100 5.212 0.380
H -0.943 -1.466 2.651 -0.701
H 0.426 -2.416 3.270 0.113
C -6.923 -6.990 4.077 -0.359
C -7.055 -7.886 2.861 -0.398
O -6.221 -7.282 1.868 -0.360
S -4.965 -6.568 2.590 1.203
O -3.852 -7.458 2.540 -0.853
O -4.885 -5.222 2.140 -0.413
O -5.550 -6.590 4.097 -0.322
H -7.539 -6.093 3.979 0.249
H -7.182 -7.507 4.999 0.329
H -8.081 -7.960 2.507 0.337
H -6.668 -8.888 3.064 0.321
C -1.015 7.663 -0.460 -0.346
C -1.906 8.833 -0.814 -0.217
O -2.633 8.403 -1.972 -0.324
S -2.875 6.812 -1.886 1.130
O -4.176 6.584 -1.369 -0.571
O -2.414 6.222 -3.092 -0.513
O -1.809 6.500 -0.716 -0.203
H -0.135 7.624 -1.108 0.299
H -0.696 7.688 0.579 0.302
H -1.341 9.735 -1.028 0.281
H -2.626 9.035 -0.018 0.205
C 9.615 3.770 0.263 -0.369
C 11.020 3.357 -0.125 -0.416
O 11.200 2.070 0.473 -0.303
S 9.789 1.295 0.504 1.120
O 9.730 0.423 -0.615 -0.538
O 9.550 0.855 1.830 -0.552
O 8.842 2.566 0.199 -0.200
H 9.580 4.143 1.290 0.280
H 9.205 4.522 -0.408 0.331
H 11.773 4.056 0.233 0.319
H 11.115 3.244 -1.208 0.303
C -10.892 -3.134 -0.160 -0.439
C -9.582 -2.925 0.569 -0.007
O -9.399 -1.516 0.611 -0.221
S -10.841 -0.794 0.702 1.071
O -11.103 -0.485 2.061 -0.540
O -10.925 0.171 -0.332 -0.531
O -11.740 -2.074 0.294 -0.324
H -10.766 -3.029 -1.241 0.320
H -11.338 -4.102 0.058 0.326
H -8.744 -3.402 0.064 0.134
H -9.642 -3.288 1.599 0.211
C -0.596 13.664 0.312 -0.330
C -2.070 13.476 0.019 -0.339
O -2.348 12.126 0.404 -0.293
S -1.405 11.725 1.649 1.120
O -2.148 11.890 2.843 -0.558
O -0.726 10.517 1.324 -0.499
O -0.364 12.948 1.529 -0.316
H 0.024 13.219 -0.469 0.273
H -0.329 14.712 0.431 0.316
H -2.310 13.633 -1.031 0.324
H -2.685 14.137 0.634 0.298
C 5.120 5.179 -5.280 -0.309
C 5.309 4.051 -4.288 -0.140
O 6.147 3.104 -4.967 -0.215
S 7.147 3.893 -5.951 1.062
O 8.395 4.052 -5.290 -0.553
O 7.038 3.331 -7.248 -0.544
O 6.387 5.315 -5.934 -0.344
H 4.372 4.923 -6.035 0.297
H 4.839 6.111 -4.795 0.328
H 4.369 3.591 -3.995 0.205
H 5.838 4.390 -3.397 0.224

---

| no. | energy (eV) |
| --- | --- |
| 1 | -58757.1342 |
| 2 | -99369.4319 |
| 3 | -287317.9317 |